Formula: C4H8O2
Source: the OMol25 dataset
Level of theory: ωB97M-V with the def2-TZVPD basis set

Values from the calculation:
SMILES: O=CCCCO
E_LUMO, eV: 0.99

```
14
Properties=species:S:1:pos:R:3:forces:R:3:mulliken_charge:R:1
O -0.8198 -1.8978 -0.7517 0.2 0.0 0.4 -0.5314
C -0.3427 -1.6809 0.3399 -0.1 -0.1 -0.3 0.0351
C 0.7405 -0.6642 0.6036 0.0 0.0 0.0 -0.4400
C 0.7659 0.4736 -0.4094 0.0 0.0 -0.1 -0.6082
C -0.4073 1.4302 -0.2093 0.3 0.3 0.1 -0.5105
O -1.6554 0.7748 -0.1329 -0.1 -0.1 -0.2 -0.5133
H -0.6587 -2.2786 1.2180 0.0 0.0 -0.1 0.3439
H 1.6770 -1.2381 0.5699 0.0 0.0 0.0 0.3275
H 0.6546 -0.2919 1.6312 -0.1 -0.1 -0.1 0.3102
H 1.7018 1.0373 -0.3193 -0.1 -0.1 0.0 0.3413
H 0.7414 0.0466 -1.4186 0.0 0.1 0.1 0.3079
H -0.2948 1.9532 0.7465 0.0 0.0 -0.1 0.3242
H -0.4064 2.1918 -1.0028 0.0 -0.1 0.1 0.2746
H -1.6961 0.1438 -0.8649 -0.1 0.1 0.1 0.3388
```
Forces are in eV/Å.



Formula: C3H6ClNO2
Source: the OMol25 dataset
Level of theory: ωB97M-V with the def2-TZVPD basis set

Values from the calculation:
SMILES: CC[C@@H](Cl)[N+](=O)[O-]
E_LUMO, eV: 0.07

```
13
Properties=species:S:1:pos:R:3:forces:R:3:mulliken_charge:R:1
C 1.7754 -0.3592 0.0672 -4.7 9.5 3.0 -1.3782
C 0.3657 -0.5171 -0.4211 -0.7 5.3 0.4 -0.2774
C -0.6477 0.5080 0.3256 1.3 -1.7 -5.5 -0.4439
Cl -0.2911 2.1562 -0.0392 0.0 0.3 0.0 -0.1120
N -2.0775 0.1121 0.0055 0.9 -2.9 -0.7 0.8478
O -2.8300 1.0094 -0.1743 -1.6 -0.2 -0.3 -0.5147
O -2.2796 -1.1511 0.0576 -0.2 3.7 -0.2 -0.5412
H 2.1590 0.8116 -0.0542 -1.0 -3.0 0.3 0.2275
H 1.9735 -0.6078 1.0429 -0.1 -0.6 2.6 0.4123
H 2.3411 -0.8594 -0.4378 6.5 -5.7 -6.1 0.5307
H 0.0819 -1.4870 -0.2280 -1.3 -2.0 -0.5 0.4026
H 0.2296 0.0339 -1.4048 0.5 -2.0 0.3 0.2862
H -0.8004 0.3504 1.2605 0.5 -0.6 6.6 0.5602
```
Forces are in eV/Å.



Sequential electronic energy output: -307.6712 -783.1525 Ha
Sequential Kohn-Sham gap output: 11.001 11.227 eV